No. 1
ORCA calculation (ωB97M-V with the def2-TZVPD basis set) on a cluster of 12 separate species, C37H72F3O35 in total.

Summary:
E_tot = -119346.3084 eV
Maximum force = 4.9 eV Å⁻¹
Kohn-Sham gap = 0.238 Eh

ORCA input file:
```
! wB97M-V def2-TZVPD RIJCOSX def2/J DEFGRID3
* xyz -1 1
C 0.2742 -0.9132 0.4821
O 0.8174 0.2626 -0.1016
O 1.1612 -1.5749 1.2253
C -1.0046 -0.4880 1.2421
F -0.7367 -0.1207 2.5087
F -1.7001 0.5151 0.6173
F -1.8746 -1.4999 1.3099
C 1.6846 0.0541 -1.1912
C 2.6165 1.2510 -1.1950
H 3.3795 1.0706 -0.4360
H 3.0677 1.4025 -2.1778
H 2.1039 2.1472 -0.8467
H 1.0789 -0.1243 -2.0895
H 2.2677 -0.8645 -1.0612
H -0.0883 -1.5789 -0.3350
C -5.8081 -3.6268 3.2909
O -5.2117 -4.2157 4.4364
C -3.9850 -3.8952 4.8226
O -3.4354 -4.4902 5.7012
O -3.4813 -2.8887 4.1130
C -2.1601 -2.4231 4.4288
H -6.6767 -4.2373 3.0414
H -5.1617 -3.4813 2.4322
H -6.3294 -2.6895 3.5098
H -1.5637 -3.2624 4.7799
H -2.3069 -1.5797 5.1037
H -1.6857 -2.0253 3.5391
C -1.6666 0.7330 -3.0362
O -2.0531 2.0445 -3.4331
C -1.9484 2.3599 -4.7158
O -1.6862 1.5942 -5.6139
O -2.1879 3.6483 -4.8510
C -1.8982 4.2808 -6.0731
H -2.5066 0.0510 -3.1704
H -1.3037 0.7255 -2.0097
H -0.8338 0.3802 -3.6486
H -0.8308 4.3375 -6.3030
H -2.2262 5.3166 -6.0161
H -2.3754 3.7676 -6.9090
C -6.2176 6.1313 2.5999
O -6.0756 4.8237 3.1469
C -5.1955 4.0294 2.5495
O -4.4335 4.3622 1.6743
O -5.2222 2.8593 3.1638
C -4.3296 1.8360 2.7521
H -5.2596 6.5901 2.3534
H -6.6481 6.7849 3.3528
H -6.8109 6.0722 1.6907
H -3.3735 2.1376 2.3313
H -4.8110 1.1919 2.0124
H -4.1499 1.1957 3.6140
C 3.5612 -5.6210 4.2094
O 4.2238 -4.5512 3.5749
C 3.6084 -3.3731 3.4847
O 2.7902 -2.9587 4.2563
O 4.1049 -2.7016 2.4661
C 3.5227 -1.4346 2.1637
H 3.1943 -5.3734 5.2060
H 4.3270 -6.3745 4.4010
H 2.7912 -6.0678 3.5833
H 2.4461 -1.4711 2.3242
H 3.7610 -1.0870 1.1601
H 3.9579 -0.6595 2.7978
C 3.9253 -0.2602 -3.5640
O 3.9717 -1.2497 -2.5466
C 5.1340 -1.7034 -2.1032
O 6.1948 -1.2082 -2.3577
O 4.9068 -2.8214 -1.4325
C 6.0086 -3.6680 -1.1178
H 4.2612 0.6893 -3.1387
H 2.8908 -0.1009 -3.8518
H 4.6045 -0.5270 -4.3727
H 6.8163 -3.1379 -0.6111
H 6.3386 -4.1547 -2.0318
H 5.6235 -4.3405 -0.3541
C -1.1922 3.5060 0.2675
O -0.3685 4.6610 0.1085
C 0.8132 4.6209 0.7199
O 1.3461 3.6384 1.1491
O 1.3070 5.8613 0.7130
C 2.5549 6.0496 1.3523
H -1.3201 3.1562 1.2937
H -0.7542 2.6856 -0.2984
H -2.2182 3.7251 -0.0198
H 3.0418 6.9262 0.9195
H 3.2320 5.2263 1.1262
H 2.4263 6.2675 2.4111
C -4.9394 -2.0798 -0.3500
O -4.4525 -0.7603 -0.6345
C -5.2802 0.1659 -1.1016
O -6.3686 -0.0542 -1.5708
O -4.7172 1.3534 -0.9536
C -5.3689 2.5140 -1.4169
H -5.8769 -2.0738 0.2038
H -4.2624 -2.5519 0.3624
H -4.9051 -2.6246 -1.2881
H -6.4357 2.5495 -1.2026
H -5.2687 2.5887 -2.5048
H -4.8478 3.4008 -1.0657
C 5.6097 1.1216 1.4820
O 6.4028 2.2322 1.0900
C 5.9863 3.4519 1.4358
O 4.9070 3.7155 1.8743
O 6.9694 4.2981 1.1585
C 6.8494 5.5940 1.7441
H 4.6515 1.1227 0.9640
H 5.5104 1.1699 2.5677
H 6.0846 0.1618 1.2851
H 5.9415 6.0959 1.4022
H 7.6891 6.1398 1.3240
H 6.7967 5.5523 2.8296
C -1.0060 -4.4989 0.7874
O -1.7761 -5.0755 1.8441
C -1.1357 -5.6347 2.8412
O 0.0455 -5.5391 3.0856
O -2.0069 -6.2930 3.5769
C -1.5675 -7.0468 4.6917
H -0.2642 -5.2014 0.3974
H -0.4307 -3.5994 1.0175
H -1.6633 -4.3570 -0.0681
H -1.3372 -8.0496 4.3300
H -2.2820 -7.1004 5.5082
H -0.6803 -6.5400 5.0760
C 2.2273 0.5832 -7.2347
O 1.8219 0.9789 -5.9394
C 1.5356 2.2498 -5.6874
O 1.6274 3.1972 -6.4201
O 1.2106 2.1885 -4.3965
C 0.9620 3.3496 -3.6281
H 1.9325 1.2470 -8.0430
H 1.8677 -0.4277 -7.4201
H 3.3193 0.5083 -7.2041
H 0.1626 4.0041 -3.9780
H 1.8600 3.9654 -3.5737
H 0.6446 3.0408 -2.6359
C 1.5446 -2.6640 -0.9592
O 0.1483 -2.8916 -0.7957
C -0.6999 -2.4340 -1.6852
O -0.3920 -1.9417 -2.7370
O -1.9346 -2.8111 -1.3331
C -3.0307 -2.2683 -2.0094
H 1.8725 -2.2121 -0.0240
H 1.7080 -2.0081 -1.8081
H 2.1069 -3.5911 -1.0608
H -3.6008 -1.5523 -1.4136
H -3.7131 -3.0663 -2.3041
H -2.7813 -1.7371 -2.9315
*
```

Atomic partial charges in e from the Mulliken method, atoms 1 to 5: 1.197, -0.259, -1.314, -0.218, -0.337

No. 2
ORCA calculation (ωB97M-V with the def2-TZVPD basis set) on a cluster of 7 separate species, C37H72FIO23S2 in total.

Summary:
SMILES = CCSC[C@@H](CO[C@H](CC(=O)I)S(C)(=O)=O)OCC[C@@H](C)F.CCOC(=O)OC.CCOC(=O)OC.CCOC(=O)OC.CCOC(=O)OC.CCOC(=O)OC.CCOC(=O)OC
E_tot = -119117.0231 eV
Maximum force = 2.6 eV Å⁻¹
Kohn-Sham gap = 0.306 Eh

ORCA input file:
```
! wB97M-V def2-TZVPD RIJCOSX def2/J DEFGRID3
* xyz 0 1
C 1.0877 -3.3798 -5.1283
C 1.4346 -1.9033 -4.8852
S 1.7311 -1.6835 -3.0931
C 1.7448 0.1376 -2.8024
C 3.0256 0.4244 -1.9964
C 3.3081 1.9225 -1.8781
O 3.8189 2.3988 -3.1399
C 3.8936 3.7878 -3.1616
C 2.7011 4.4390 -3.9207
C 1.5865 3.4576 -4.2113
O 0.7557 3.1781 -3.4554
I 1.5448 2.5280 -6.1737
S 5.5245 4.1384 -3.9416
C 5.4895 5.6191 -4.9353
O 6.5317 4.2149 -2.9210
O 5.8085 3.0464 -4.8267
O 3.0910 -0.3139 -0.7944
C 2.6671 0.3389 0.3896
C 1.2039 0.8046 0.3877
C 0.2208 -0.3464 0.5193
C 0.2616 -0.9927 1.9003
F -1.0594 0.2393 0.4055
H 1.5506 -3.7794 -6.0273
H 0.0051 -3.4779 -5.2192
H 1.3722 -3.9699 -4.2545
H 0.6162 -1.2400 -5.1606
H 2.3416 -1.6080 -5.4107
H 0.8362 0.3550 -2.2487
H 1.7798 0.6301 -3.7695
H 3.8242 0.0345 -2.6361
H 4.0297 2.1554 -1.0874
H 2.4168 2.5197 -1.6534
H 3.9022 4.2032 -2.1523
H 2.2868 5.2341 -3.2970
H 2.9768 4.9092 -4.8660
H 6.5088 5.9518 -5.1193
H 4.9619 6.4461 -4.4535
H 5.0294 5.4425 -5.9061
H 3.3434 1.1273 0.7339
H 2.7241 -0.4210 1.1742
H 0.9591 1.4805 -0.4298
H 1.0909 1.3950 1.3065
H 0.3056 -1.0774 -0.2876
H -0.7499 -1.3253 2.1404
H 0.8741 -1.8944 1.8560
H 0.5538 -0.2882 2.6787
C -2.7479 2.3378 0.7910
C -3.1870 3.7299 0.4083
O -4.4840 3.7179 -0.2036
C -5.5119 3.5674 0.6310
O -5.4522 3.4425 1.8308
O -6.6316 3.5570 -0.0941
C -7.8184 3.3094 0.6635
H -2.7996 1.6673 -0.0642
H -1.7297 2.3447 1.1720
H -3.4000 1.9315 1.5581
H -2.5061 4.1446 -0.3347
H -3.1780 4.4025 1.2672
H -7.9018 4.0004 1.4999
H -7.8268 2.2796 1.0190
H -8.6615 3.4599 -0.0053
C -2.5388 -6.8084 3.5330
C -1.1183 -6.7472 4.0552
O -0.1637 -7.0441 3.0254
C 0.0741 -6.0552 2.1625
O -0.4243 -4.9587 2.1845
O 0.9511 -6.4960 1.2571
C 1.2340 -5.5620 0.2115
H -2.7278 -7.7697 3.0526
H -3.2515 -6.6728 4.3472
H -2.7176 -6.0338 2.7875
H -0.9757 -7.5058 4.8233
H -0.8986 -5.7799 4.5079
H 1.5423 -4.6000 0.6161
H 0.3611 -5.4420 -0.4291
H 2.0496 -5.9759 -0.3751
C -5.2263 0.9139 3.8963
C -4.1514 0.0299 3.2965
O -3.6799 -0.9561 4.2313
C -4.4803 -2.0060 4.4099
O -5.5332 -2.2032 3.8600
O -3.9147 -2.8065 5.3213
C -4.7145 -3.9356 5.6755
H -4.8760 1.3601 4.8290
H -5.5070 1.7129 3.2067
H -6.1204 0.3360 4.1327
H -3.2836 0.6305 3.0389
H -4.4945 -0.4550 2.3817
H -5.0179 -4.4982 4.7945
H -5.5885 -3.6094 6.2380
H -4.1096 -4.5783 6.3116
C 8.1809 0.8996 -5.9978
C 7.1386 0.1100 -5.2368
O 6.8254 -1.1261 -5.9059
C 7.7188 -2.1019 -5.7629
O 8.7379 -2.0511 -5.1224
O 7.2937 -3.1588 -6.4673
C 8.2035 -4.2589 -6.4733
H 7.8657 1.0493 -7.0320
H 8.3373 1.8708 -5.5296
H 9.1342 0.3709 -6.0241
H 6.2119 0.6772 -5.1951
H 7.4499 -0.0812 -4.2097
H 8.4775 -4.5482 -5.4607
H 9.0931 -4.0057 -7.0492
H 7.6957 -5.0913 -6.9539
C -2.5915 -6.2302 12.3080
C -3.6598 -6.1082 11.2416
O -3.6598 -4.8049 10.6421
C -2.6942 -4.5842 9.7476
O -1.8552 -5.3751 9.3974
O -2.8142 -3.3283 9.3123
C -1.7859 -2.9213 8.4056
H -2.6942 -5.4312 13.0438
H -2.6661 -7.1918 12.8162
H -1.5944 -6.1464 11.8769
H -4.6439 -6.2313 11.6913
H -3.5527 -6.8773 10.4763
H -1.6977 -3.6152 7.5723
H -0.8358 -2.8343 8.9318
H -2.0584 -1.9448 8.0148
C -2.8379 4.7951 -3.9535
C -1.7790 5.7163 -3.3811
O -1.3717 6.7136 -4.3319
C -2.2182 7.7324 -4.4966
O -3.2603 7.8927 -3.9169
O -1.7093 8.5442 -5.4294
C -2.5571 9.6426 -5.7723
H -2.4949 4.3616 -4.8948
H -3.0695 3.9889 -3.2572
H -3.7585 5.3378 -4.1653
H -0.8820 5.1435 -3.1499
H -2.1195 6.1863 -2.4575
H -2.8540 10.2011 -4.8870
H -3.4357 9.2836 -6.3069
H -1.9859 10.2949 -6.4275
*
```

Atomic partial charges in e from the Mulliken method, atoms 1 to 5: -1.051, -0.209, -0.174, 0.054, -0.158